1.
Molecular formula: C18H17BrCl5IrNO5
Method: DFT, wB97M-V/def2-TZVPD

```
48
Properties=species:S:1:pos:R:3:forces:R:3:nbo_charge:R:1
Ir -0.091111 0.298730 0.596831 0.59 0.39 0.13 1.385
C 2.590330 -0.085589 0.298298 0.19 0.00 0.10 -0.066
C 1.493811 -0.138256 -0.535437 -0.76 -0.17 0.21 -0.198
H -0.515283 -3.261250 2.550141 0.02 0.00 0.02 0.220
H -3.190958 1.428678 1.627343 0.00 0.00 0.00 0.208
H 1.173188 -3.052230 -2.172287 -0.01 0.00 0.02 0.201
H -2.383931 -1.115886 2.275944 0.00 0.00 0.00 0.223
C 0.841800 -3.464738 -1.221688 -0.07 0.01 0.02 -0.259
Cl 3.276118 -0.832931 -4.007461 0.00 -0.01 0.02 0.142
C -1.467640 1.733622 -1.436616 -0.04 0.04 0.08 0.081
H -2.643192 2.630548 2.840024 0.00 0.00 0.00 0.226
Cl 0.375554 -0.286110 -2.983888 0.10 -0.11 0.00 0.105
C -1.273044 0.421010 3.335945 0.00 -0.01 -0.05 -0.100
H -2.105929 0.725660 3.967842 0.00 0.00 -0.01 0.242
C 3.895453 -0.247477 -0.094541 -0.09 0.04 0.18 -0.096
H 0.456800 -4.471388 -1.396262 0.01 -0.01 0.00 0.203
O -1.742960 -0.258362 -0.172333 -0.10 0.05 -0.21 -0.627
C -1.862101 2.620832 -2.402992 -0.01 0.02 0.00 -0.177
C -1.460076 -0.990138 2.843952 0.02 0.00 -0.02 -0.110
C -0.840124 -3.134467 0.415567 0.08 -0.06 -0.10 -0.115
O -0.322313 -1.288534 1.985050 0.02 0.12 0.01 -0.554
Cl 2.060950 0.433652 1.891651 0.18 -0.01 0.02 0.185
H 1.693403 -3.520348 -0.534708 0.01 -0.01 0.01 0.166
Br 1.920522 3.311530 0.131794 0.01 -0.06 0.01 0.189
H -2.776454 2.420938 -2.945012 0.00 0.00 0.00 0.284
C 0.078892 3.908308 -1.888597 0.01 0.00 0.00 -0.237
H 0.723157 4.763670 -2.030861 0.00 0.00 0.00 0.273
H -1.869758 -2.773336 0.402603 0.02 0.01 0.00 0.220
H -0.871518 -4.228874 0.390583 -0.01 -0.01 -0.01 0.215
C -1.061126 3.730732 -2.645879 0.00 -0.01 0.00 -0.082
C -2.379506 2.088843 1.934648 0.00 -0.02 0.05 -0.256
N -0.343509 1.890941 -0.691244 -0.04 0.03 0.06 -0.460
O -0.188660 -2.614820 -0.723943 -0.03 -0.07 0.02 -0.553
H 0.939611 -2.857882 1.619981 0.01 0.02 -0.02 0.219
C -0.138378 -2.719013 1.684335 -0.03 0.04 -0.04 -0.084
H -1.325828 4.450396 -3.408940 0.00 0.00 0.00 0.266
C 4.092782 -0.508854 -1.460577 0.11 0.01 -0.08 -0.037
Cl 5.167186 -0.110752 1.026461 0.00 -0.01 -0.03 0.141
Cl 5.670690 -0.759005 -2.030845 -0.08 0.00 0.03 0.174
O -1.175324 1.320362 2.197206 -0.16 -0.13 -0.08 -0.566
C 1.697111 -0.312446 -1.897983 0.14 0.04 -0.23 0.018
H -2.138465 2.798880 1.149464 0.00 -0.01 -0.01 0.210
C 0.410918 2.977304 -0.910624 -0.05 0.00 -0.01 0.155
H -1.442887 -1.683442 3.684324 0.00 -0.01 0.00 0.240
O -3.314261 0.250295 -1.668921 -0.07 0.05 0.01 -0.463
H -0.345111 0.523405 3.897601 0.00 0.01 -0.01 0.224
C -2.290838 0.521489 -1.133392 0.17 -0.17 -0.01 0.740
C 3.002023 -0.533708 -2.352555 -0.13 -0.01 -0.08 -0.118
```
Positions in Å, forces in eV/Å.

Values from the calculation:
2S+1 = 2
<S²> = 0.7650
HOMO (alpha / beta) = -15.1 / -15.0 eV
Lowest unoccupied orbital energy (alpha / beta) = -7.1 / -9.8 eV
Charge = +2

***

2.
Molecular formula: C18H17Cl2N3O3
Method: DFT, wB97M-V/def2-TZVPD

```
43
Properties=species:S:1:pos:R:3:forces:R:3:nbo_charge:R:1
H -4.612034 4.884988 -2.255604 0.00 0.08 -0.01 0.212
H -2.644204 -0.585993 -2.284901 0.05 0.02 0.00 0.217
H -6.623803 1.123123 -2.292415 -0.06 -0.05 0.00 0.213
H -0.594840 -1.812953 -1.500411 -0.08 0.11 0.10 0.253
C 4.939057 -2.529341 1.988581 -0.17 -0.04 0.26 -0.122
C 2.606155 0.147435 -0.173824 -0.36 0.08 -0.08 -0.155
C 2.833415 -1.166842 1.737455 -0.15 0.04 0.28 0.794
C 3.711645 -2.096546 2.489420 0.24 -0.23 0.08 -0.212
N 4.028610 -3.399053 4.457188 0.18 -0.27 0.30 -0.412
H -4.558548 0.006279 -1.632975 0.01 -0.09 0.05 0.210
H 2.356641 -2.263520 4.158275 -0.08 0.08 -0.06 0.222
C 5.189362 -3.807857 3.991215 -0.14 0.32 -0.42 0.169
O 3.421293 -0.692888 0.636279 0.31 -0.10 -0.06 -0.485
H -1.602471 -1.271291 -0.129408 0.00 0.00 -0.03 0.198
Cl 7.216953 -3.969723 2.187947 0.11 0.02 -0.15 0.053
H 0.549589 1.536962 0.684042 -0.03 -0.07 -0.01 0.213
C -3.423441 3.184753 -1.768795 0.22 -0.09 0.02 -0.300
C -5.761057 3.082161 -2.320440 -0.07 0.14 -0.03 -0.247
C 1.393341 -0.662411 -0.666699 0.36 0.17 0.12 0.662
C -4.555552 1.074714 -1.787473 0.04 -0.05 -0.06 -0.274
N -2.224335 1.135429 -1.176320 0.19 -0.06 0.19 -0.468
C -1.785206 -0.041572 -1.897781 0.02 -0.30 0.10 -0.217
O 1.602091 -1.710348 -1.248957 0.27 -0.20 -0.07 -0.628
H -6.678800 3.575637 -2.601244 -0.08 0.04 -0.02 0.213
H -0.920877 0.650968 1.098205 0.06 0.09 -0.01 0.208
C 3.302567 -2.569455 3.734869 -0.11 0.31 -0.43 0.095
C -4.603796 3.812658 -2.123124 -0.16 0.03 -0.03 -0.186
O 1.721345 -0.854805 2.087354 0.10 0.01 -0.03 -0.593
C -0.284194 0.978134 0.268511 0.04 0.44 0.04 -0.208
Cl 6.074588 -4.881214 4.981050 0.22 -0.26 0.23 0.057
H -1.471589 2.730102 -0.079790 0.04 0.00 -0.05 0.217
C -3.376438 1.800804 -1.593597 -0.27 0.20 -0.06 0.264
H -2.533762 3.782964 -1.645814 0.10 0.02 0.02 0.211
H -1.147221 0.246808 -2.750772 -0.06 -0.06 0.01 0.178
H 3.226944 0.399640 -1.035692 -0.15 -0.02 0.11 0.224
H 5.285450 -2.195314 1.023465 0.06 0.00 -0.05 0.253
H -0.449117 2.258189 -1.468579 -0.03 0.05 0.05 0.171
N 0.152749 -0.195574 -0.446320 -0.41 0.04 -0.15 -0.425
H 2.347914 1.047348 0.385519 0.08 -0.12 -0.10 0.192
C -1.102819 1.884465 -0.661465 0.03 -0.07 0.28 -0.223
C -5.726406 1.707598 -2.150507 0.00 -0.03 -0.05 -0.188
C -0.977572 -0.943091 -0.965899 -0.06 -0.18 -0.48 -0.234
C 5.698372 -3.401370 2.749431 -0.26 0.03 0.21 -0.119
```
Positions in Å, forces in eV/Å.

Values from the calculation:
2S+1 = 1
HOMO = -8.1 eV
Lowest unoccupied orbital energy = -0.1 eV
Charge = 0
SMILES = O=C(OCC(=O)N1CCN(c2ccccc2)CC1)c1cnc(Cl)c(Cl)c1

***

3.
Molecular formula: C18H17ClFN5O2
Method: DFT, wB97M-V/def2-TZVPD

```
44
Properties=species:S:1:pos:R:3:forces:R:3:nbo_charge:R:1
H -2.993629 2.670041 4.609767 0.33 -1.06 -0.08 0.132
H 4.582411 -4.457577 1.578355 -0.25 0.08 -0.49 0.251
C 0.966432 -0.343222 -2.065295 0.72 0.35 0.58 0.215
H 3.292563 -0.824472 -3.466427 -0.30 0.03 -0.34 0.203
C 4.024149 -1.127281 -1.520633 -0.07 -1.05 0.97 -0.228
C -3.419631 2.180002 -0.287477 0.43 0.35 -0.03 -0.141
C -2.676447 1.478062 0.658482 0.25 0.34 0.95 -0.097
H 3.923404 -0.057507 -1.331508 -0.02 -0.13 0.45 0.207
C -3.630710 3.184116 3.899540 -0.50 2.72 0.17 0.394
C 3.669921 -3.945738 1.251132 -0.93 0.79 0.58 -0.697
N 3.643719 -1.893369 -0.293967 -0.72 1.19 1.78 -0.637
N -0.553497 1.986034 -1.456998 0.47 1.15 -1.04 -0.285
H 3.174293 -1.352338 0.439654 0.38 -0.40 -0.53 0.394
N -0.782603 0.810078 -0.832128 0.97 -1.98 -0.80 -0.139
C -3.528246 2.943383 2.449958 0.22 -1.25 -0.17 -0.270
H 2.105158 1.006193 -3.272122 0.65 0.05 -0.66 0.230
H 1.427565 -2.160151 -1.515441 0.25 -0.04 -0.47 0.413
O 4.434431 -3.821800 -0.958629 0.24 -1.06 -0.80 -0.635
C -4.121761 3.302048 0.092590 -0.48 0.22 1.03 -0.292
C 1.280627 0.881395 -2.626009 -1.84 1.17 0.60 -0.380
C -2.755381 1.847280 2.030264 0.11 -0.73 -1.10 -0.137
H 2.825510 -4.650771 1.179340 0.48 0.17 -0.12 0.245
C -2.150603 -1.639105 1.553358 1.10 0.11 0.05 -0.638
N 1.667549 -1.499715 -2.256348 0.49 -0.11 0.06 -0.567
F -5.044341 4.674342 1.765025 0.74 -0.44 0.01 -0.310
H -3.368690 1.875861 -1.342839 -0.08 0.24 0.58 0.232
C -4.194647 3.667710 1.466697 -0.74 -0.06 -1.59 0.522
O -4.259981 4.126302 4.346604 -0.01 -0.76 -0.09 -0.497
C -1.458724 -0.825243 0.503196 -0.46 0.29 -0.27 0.144
C 3.099378 -1.510781 -2.650675 -0.46 -0.71 -0.27 -0.234
Cl 0.788551 3.565052 -3.145715 -0.39 -0.79 0.57 0.035
H -4.672201 3.840762 -0.671918 -0.06 0.21 0.40 0.236
H -2.252795 1.202186 2.778605 -0.19 0.70 -0.49 0.223
H 3.375121 -2.526267 -2.988351 -0.41 0.47 0.13 0.238
H 5.074753 -1.326399 -1.795939 -0.47 -0.07 0.16 0.226
N -0.478392 -1.377315 -0.269121 0.57 0.92 -0.50 -0.481
C -0.064495 -0.391218 -1.064901 -1.00 1.16 0.17 0.272
C 3.880806 -3.230410 -0.056994 1.52 0.58 -1.44 0.664
C -1.735653 0.482031 0.138817 0.81 0.05 0.43 0.102
H -1.390992 -2.048225 2.242630 -0.39 0.04 -0.27 0.226
H -2.675819 -2.440311 1.084237 -0.27 -0.81 -0.29 0.231
H 3.412825 -3.225901 2.020075 -0.14 0.08 0.35 0.209
H -2.873219 -1.095708 2.126579 -0.31 0.56 0.26 0.220
C 0.433288 2.047948 -2.345470 -0.27 -2.56 1.58 0.201
```
Positions in Å, forces in eV/Å.

Values from the calculation:
2S+1 = 1
HOMO = -8.5 eV
Lowest unoccupied orbital energy = -0.1 eV
Charge = 0
SMILES = CC(=O)NCCNc1cc(Cl)nn2c(-c3ccc(F)c(C=O)c3)c(C)nc12

***

4.
Molecular formula: C18H17ClN4O2
Method: DFT, wB97M-V/def2-TZVPD

```
42
Properties=species:S:1:pos:R:3:forces:R:3:nbo_charge:R:1
H -3.538858 -1.065720 -0.873991 -0.06 0.04 -0.01 0.231
H -1.601175 0.810672 -2.325279 0.01 -0.05 0.00 0.236
N -1.168087 -0.165941 0.567497 -0.53 0.68 0.81 -0.236
C 4.971676 -2.111808 -1.528763 -0.18 0.29 -0.04 0.042
C 4.557685 -1.045229 -2.323943 0.10 -0.01 -0.21 -0.068
H -2.374341 -0.625037 -3.001826 0.13 0.01 0.06 0.246
C -2.882018 2.353771 3.352957 -0.11 0.03 0.05 -0.231
C 6.021496 -1.897908 -4.012675 0.01 -0.04 0.06 -0.252
H -5.025345 0.724569 0.593228 -0.06 -0.03 -0.11 0.215
C 6.355309 -2.916898 -3.134283 0.12 0.09 -0.38 0.028
N 2.351892 -0.722251 -1.340166 0.17 0.04 -0.55 -0.623
H 0.572276 -1.617099 1.299525 0.05 0.00 -0.21 0.248
C -4.261300 2.510763 3.338962 0.07 -0.20 -0.25 -0.019
H -6.100654 2.046796 2.348700 -0.09 0.02 0.03 0.229
C -2.274496 1.613001 2.361584 -0.14 -0.06 -0.15 -0.177
H 1.789958 -1.232594 -2.012648 -0.04 0.02 0.20 0.433
O 2.595071 -0.161256 0.836945 0.19 0.13 0.41 -0.619
H -2.295515 2.810803 4.134238 0.04 0.05 0.07 0.232
H 7.065039 -3.685708 -3.409665 0.07 -0.02 -0.11 0.192
H 0.812303 -2.535260 -0.225758 -0.03 0.08 0.07 0.232
H 3.286756 0.660546 -2.595160 0.10 -0.03 0.11 0.199
O -0.078098 -1.641390 -2.418804 -0.06 -0.11 -0.16 -0.635
H -3.779624 0.646519 -1.257296 -0.02 -0.07 0.07 0.234
C -3.033129 -0.100588 -0.990067 0.27 0.00 -0.04 -0.467
N -0.477389 -0.910045 -0.325196 0.15 -0.47 -0.41 -0.270
H 6.464558 -1.849209 -4.995381 0.05 -0.03 -0.08 0.219
H -1.204864 1.478610 2.354856 0.11 0.03 0.03 0.243
C -3.027355 1.022530 1.342104 -0.23 0.39 0.54 -0.017
H 4.811906 -0.139029 -4.253791 -0.04 0.07 -0.05 0.212
N 5.841758 -3.022349 -1.920188 0.14 -0.39 0.36 -0.410
C 5.101845 -0.948266 -3.597532 -0.01 -0.07 0.22 -0.176
C -5.028780 1.925550 2.343617 -0.04 0.13 0.20 -0.236
H 4.581140 -2.231060 -0.526160 -0.10 0.06 0.10 0.197
Cl -5.030215 3.440749 4.572571 -0.09 0.12 0.15 0.014
H 3.956139 0.486293 -0.950079 -0.09 0.01 -0.20 0.249
C -2.352099 0.241482 0.310710 0.29 -0.44 -0.62 0.217
C 3.547419 -0.056541 -1.809264 0.06 0.13 0.19 -0.251
C -0.775015 -1.002140 -1.647537 -0.24 0.14 -0.26 0.680
C -1.974514 -0.191373 -2.084969 -0.06 -0.10 0.04 -0.489
C 0.711932 -1.542536 0.220831 0.31 -0.07 0.13 -0.307
C -4.412774 1.188468 1.350764 0.33 -0.08 -0.06 -0.205
C 1.990278 -0.729505 -0.045585 -0.51 -0.30 -0.01 0.662
```
Positions in Å, forces in eV/Å.

Values from the calculation:
2S+1 = 1
HOMO = -8.6 eV
Lowest unoccupied orbital energy = 0.0 eV
Charge = 0
SMILES = O=C(CN1N=C(c2ccc(Cl)cc2)CCC1=O)NCc1cccnc1

***

Computed relative energy (zero: lowest compared OMol25 entry of this formula, charge and spin) (kJ/mol) in order:
0.0, 162.0, 20.9, 26.1